# 1
{"formula": "C7H8N4O2", "method": "ωB97M-V with the def2-TZVPD basis set", "elements": ["O", "O", "N", "N", "N", "N", "C", "C", "C", "C", "C", "C", "C", "H", "H", "H", "H", "H", "H", "H", "H"], "coordinates": [[-0.59330, -1.27735, -2.77617], [2.22823, -1.24927, -0.64088], [2.80587, -1.54931, 2.65508], [-0.83523, 0.57405, -1.67808], [0.84928, 0.16341, 0.57147], [-0.26006, 2.25748, 3.13137], [-1.53464, -0.14693, 0.97791], [-0.11902, -0.47567, -1.62445], [-0.16317, 1.53801, 2.20113], [2.08524, 0.54527, 1.31767], [1.02664, -0.52289, -0.55747], [-0.22149, 0.50880, 1.23204], [2.60381, -0.61642, 2.01622], [-2.25115, -0.03402, 1.94485], [-1.43876, -1.10423, 0.64481], [1.92243, 1.22773, 2.17401], [2.08166, -2.07543, -1.19797], [-0.59348, 1.30429, -1.02159], [2.91973, 0.92175, 0.80671], [-1.24125, -0.85558, -3.32836], [-1.92143, 0.27843, -0.03513]], "homo_lumo_gap_ev": [7.3, 7.3], "relative_energy_kcal_mol": 143.5, "spin_multiplicity": 1}

# 2
{"formula": "C7H8N4O2P", "method": "ωB97M-V with the def2-TZVPD basis set", "elements": ["P", "O", "O", "N", "N", "N", "N", "C", "C", "C", "C", "C", "C", "C", "H", "H", "H", "H", "H", "H", "H", "H"], "coordinates": [[-0.58599, 0.27885, 2.30285], [-0.63859, 2.12584, 1.85363], [-1.14186, 4.30587, 0.42576], [-0.87880, -0.55644, 1.01428], [2.73021, -2.90619, -4.06174], [-1.68859, 2.86582, 2.21085], [-1.90994, 3.90439, 1.44689], [2.08674, -2.55924, -3.18684], [1.26626, -0.87890, -0.07782], [2.02094, -1.39799, -1.05377], [-0.11620, -1.09077, -0.01809], [-0.77468, -1.92797, -0.95532], [1.33987, -2.13237, -2.08720], [-0.04579, -2.44395, -1.97266], [1.79344, -0.20774, 0.66548], [-0.36621, 3.81859, 0.26622], [-0.57768, -3.03589, -2.79572], [-2.72007, 4.36655, 1.74162], [0.58217, 0.33234, 2.91074], [-1.83045, -2.11250, -0.78364], [-1.60028, 0.41898, 3.38568], [3.05550, -1.16727, -1.23119]], "total_charge": 1, "homo_lumo_gap_ev": [6.0, 6.0], "smiles": "N#Cc1ccc(N=[PH2]O/N=[NH+]\\O)cc1", "relative_energy_kcal_mol": 5.2, "spin_multiplicity": 1}